No. 1
{
  "formula": "C6H37NO14",
  "method": "ωB97M-V with the def2-TZVPD basis set",
  "total_energy_ha": -1358.7657,
  "lumo_energy_ha": 0.0017,
  "fmax_ev_per_a": 8.3,
  "homo_lumo_gap_ev": 8.53,
  "symbols": ["O", "C", "C", "C", "C", "C", "N", "C", "H", "H", "H", "H", "H", "H", "H", "H", "H", "H", "H", "H", "H", "O", "H", "H", "O", "H", "H", "O", "H", "H", "O", "H", "H", "O", "H", "H", "O", "H", "H", "O", "H", "H", "O", "H", "H", "O", "H", "H", "O", "H", "H", "O", "H", "H", "O", "H", "H", "O"],
  "xyz": [[0.276861, 1.695946, 2.456673], [0.530359, 2.133054, 1.399692], [1.750405, 1.839859, 0.388919], [1.046015, 1.197524, -0.902919], [0.135932, 0.144157, -0.583829], [0.443378, -1.089924, -0.986072], [-0.454654, -2.247388, -0.747901], [0.091555, -3.562106, -0.821274], [-0.181140, 2.859903, 0.885443], [2.436439, 1.051487, 0.950235], [2.338218, 2.694271, 0.074768], [1.744701, 1.000886, -1.692156], [0.520412, 2.072970, -1.308666], [-0.905428, 0.257805, -0.187792], [1.375750, -1.382307, -1.499427], [-1.063098, -1.999902, -0.001944], [0.369792, -3.920370, -1.813471], [-0.639768, -4.302110, -0.592722], [1.135669, -3.501741, -0.180860], [-3.038764, 2.863093, 1.899735], [-1.964478, 2.339276, 2.857441], [-2.769185, 2.355424, 2.530647], [-1.573079, 0.854861, -3.707358], [-2.684930, 0.782170, -2.719739], [-2.522204, 1.256626, -3.556807], [-3.648795, 0.794935, 2.681821], [-3.209223, -0.382490, 1.892406], [-4.100852, 0.022633, 2.170989], [-2.825856, -1.291778, -3.913642], [-2.023604, -2.032051, -2.867226], [-2.970093, -1.880541, -3.139234], [3.515578, -0.807032, -2.848482], [3.997450, -0.422981, -1.546680], [3.875488, -0.055956, -2.411108], [4.484859, -2.701140, -0.730619], [4.099065, -1.900399, 0.626320], [4.007816, -1.924058, -0.375486], [1.658077, 0.688692, 3.693473], [2.718969, -0.023727, 4.541605], [2.391295, 0.141079, 3.555275], [-4.004801, 1.018500, 0.858814], [-4.187297, 1.325896, -0.718342], [-4.396115, 1.704296, 0.165661], [3.144993, -3.465414, 1.270682], [2.089323, -4.679244, 1.455657], [2.906788, -4.352726, 0.990495], [1.977186, -1.412517, 2.924008], [1.818180, -1.556772, 1.478683], [2.143550, -2.067463, 2.262351], [3.637482, 2.377449, -1.829007], [4.043527, 2.877735, -0.586807], [3.592264, 3.112573, -1.334439], [-4.514870, -1.062928, -0.477810], [-3.029820, -1.490193, -0.922623], [-3.596553, -0.915973, -0.344524], [-2.353934, 3.413762, -1.493082], [-2.395320, 2.567111, -0.261860], [-1.797154, 3.189467, -0.710815]],
  "forces_ev_per_angstrom": [[-0.2117, -1.4255, 2.8342], [1.3025, 2.4574, -5.1348], [-0.7391, -3.0906, 2.2011], [0.7804, 4.0397, 1.1532], [-1.4910, -2.5035, -0.5647], [-1.2918, -2.7270, 0.5149], [0.7032, 3.0281, -2.1052], [3.5242, 0.4217, 1.3485], [0.3848, -0.5028, 0.5208], [-1.1624, 1.4568, -1.2187], [-0.6576, 0.2000, 0.4531], [0.6450, -0.6932, 0.0197], [-0.3364, -0.1353, 0.0374], [1.0989, 0.4057, -0.0145], [-0.4702, 0.3761, 0.3286], [-0.3886, -0.5132, 0.7258], [0.1948, 0.7852, -0.4153], [-0.3906, -0.4824, 1.2035], [-2.6403, -1.2592, -1.3435], [-1.7194, 5.1258, -5.9314], [6.2853, 0.6892, 1.6991], [-4.2889, -5.6371, 4.3664], [-2.5154, 1.5478, 0.0400], [-0.4680, 0.3323, -0.1963], [3.0368, -1.9135, 0.2434], [-1.5339, -1.1365, -0.7722], [-2.2182, 0.0996, 0.2634], [3.8371, 0.7087, 0.9815], [-0.5851, -0.4036, 0.5954], [-1.2014, -0.1064, -0.0372], [1.9449, 0.4407, -0.4494], [-0.4946, -0.7660, -1.0027], [0.3465, -0.3071, 1.2614], [0.1883, 1.2412, -0.3829], [-0.3436, 0.4881, 0.6998], [0.0215, -0.1815, -1.9329], [0.3549, -0.1611, 1.4222], [-2.0862, 1.6288, -0.0980], [-0.8214, 0.4613, -3.1959], [2.9149, -1.5798, 3.6600], [-1.5790, 1.2726, -1.7192], [-0.3110, 0.2130, 1.0868], [1.5198, -1.0440, 0.2331], [-0.8553, -0.2049, 0.6588], [1.5041, 1.1385, -0.4476], [-0.6075, -1.4661, -0.1018], [0.2157, 0.8873, 1.2144], [0.3064, -0.8164, 0.5454], [-0.4943, -0.2791, -2.3196], [0.1320, -4.2372, -3.3234], [2.0268, -0.5734, 3.0620], [-1.4153, 4.9556, -0.3291], [-1.0400, -0.5777, -0.4490], [-1.4751, 0.6280, 0.3649], [2.7674, -0.2853, -0.2326], [0.7838, -0.0357, 0.6471], [-0.0002, 0.1210, 0.1123], [-0.9866, -0.1050, -0.7801]]
}

No. 2
{
  "formula": "C6H37NO14",
  "method": "ωB97M-V with the def2-TZVPD basis set",
  "total_energy_ha": -1358.8040,
  "lumo_energy_ha": -0.0035,
  "fmax_ev_per_a": 4.1,
  "homo_lumo_gap_ev": 9.69,
  "symbols": ["C", "N", "C", "C", "C", "C", "C", "O", "H", "H", "H", "H", "H", "H", "H", "H", "H", "H", "H", "H", "H", "O", "H", "H", "O", "H", "H", "O", "H", "H", "O", "H", "H", "O", "H", "H", "O", "H", "H", "O", "H", "H", "O", "H", "H", "O", "H", "H", "O", "H", "H", "O", "H", "H", "O", "H", "H", "O"],
  "xyz": [[-1.706509, -0.410741, 3.370394], [-0.961567, -1.285522, 2.400833], [0.484453, -1.013191, 2.574980], [1.088553, -0.114387, 1.476124], [0.055348, -0.248041, 0.355186], [-1.248885, -0.970432, 0.966904], [-1.508731, -2.365955, 0.411352], [-0.996555, -2.763790, -0.604629], [-1.227743, 0.520255, 3.654365], [-1.636785, -0.967095, 4.303727], [-2.780424, -0.394130, 3.210007], [1.071480, -2.007707, 2.426575], [0.955117, -0.820984, 3.581986], [2.016374, -0.565272, 1.192070], [1.191926, 0.932606, 1.785811], [0.394013, -0.966583, -0.369929], [-0.419407, 0.742257, 0.047466], [-2.191453, -0.399187, 0.713026], [-2.073180, -3.007410, 1.115639], [-0.378851, 1.002012, -2.531365], [0.578415, 2.070457, -3.155786], [0.264143, 1.714357, -2.312939], [-2.180594, 2.783695, -0.795223], [-0.895799, 3.330839, -1.443890], [-1.267795, 3.152669, -0.578761], [-0.128948, -3.890493, 2.318697], [-1.103369, -3.631624, 3.414899], [-0.406849, -4.246461, 3.164505], [-2.497857, 1.680888, -2.499196], [-3.358163, 0.824568, -1.650076], [-3.102187, 1.755735, -1.730377], [0.530026, 3.025857, 0.500175], [1.521918, 4.092657, 0.004597], [1.465842, 3.315308, 0.571029], [-3.066965, 1.173086, 1.418836], [-4.601526, 0.821323, 1.591833], [-3.732283, 0.479522, 1.357736], [2.528633, 1.871473, -3.073299], [2.234063, 0.405892, -3.309459], [2.133443, 1.271422, -3.731044], [2.243946, 2.216104, -0.611693], [2.456290, 1.133364, -1.508833], [2.966942, 1.898940, -1.216486], [-3.064175, -1.002711, -1.060978], [-2.755175, -1.422549, -2.416603], [-3.470091, -0.926510, -1.934629], [-0.350622, -1.355074, -2.275692], [-0.786427, -1.021887, -3.756721], [-0.909802, -0.722209, -2.826294], [1.425825, -2.607124, -0.877943], [1.546432, -3.439172, -2.423748], [1.627733, -2.737759, -1.793919], [5.239297, 0.339351, 0.464736], [4.218673, 0.949509, -0.330420], [4.983356, 0.331266, -0.471285], [3.024682, 0.824871, 2.671307], [2.846694, 2.413253, 2.391990], [3.340298, 1.714510, 2.821566]],
  "forces_ev_per_angstrom": [[0.2375, -2.0304, 1.1027], [-0.2166, 2.8760, 0.6009], [2.9364, -2.8312, 0.1447], [-2.0522, 0.2512, 0.4779], [-2.7211, 0.5646, 0.8236], [0.7363, -0.2932, -0.0708], [1.0166, 0.5975, 0.2478], [-0.4000, -0.4976, -0.2704], [-0.0983, 0.6374, -0.7542], [0.0664, -0.1039, 0.3491], [0.2627, 0.4316, -0.5409], [-1.2444, 1.0248, -0.0790], [-1.6438, 0.3892, -0.4971], [0.7864, 0.2563, -0.2531], [0.0755, -0.3497, -0.1300], [0.1664, 0.6247, -1.0110], [1.5241, -1.2504, -0.5551], [1.2445, -0.5957, 0.9527], [-0.2191, -0.0845, -0.3998], [0.7536, 0.3721, 0.1019], [-0.0369, -0.6226, 0.1314], [-1.5889, 0.4426, 0.4248], [1.4110, 0.3143, 0.2828], [0.2848, -0.3013, -0.1460], [-1.2408, 0.2481, 0.7365], [0.1826, -0.0437, -0.1349], [-0.0081, 0.1028, 0.1104], [-0.1184, -0.1506, 0.0752], [-0.4462, 0.3547, 0.5792], [-0.3562, -0.1987, 0.0207], [0.2679, -0.1085, -1.0374], [0.2503, 0.4026, -0.1607], [-0.0689, 0.0681, 0.1012], [-0.5608, -0.3889, 0.1295], [-0.4477, 0.3789, 0.1417], [0.2061, 0.3557, -0.0763], [-0.4664, -0.2050, -0.2209], [0.1614, -0.0969, -0.3795], [-0.0986, 0.1137, -0.3855], [1.2769, -0.2136, -0.8651], [0.9343, 0.7020, -0.0780], [0.3580, -0.3955, -0.1898], [-1.4775, -0.1087, 0.7748], [-0.5334, 0.1013, 0.2875], [-0.9317, 0.9317, 0.0358], [0.9779, -1.2186, -0.0093], [-0.7569, 0.8761, -0.8868], [0.0348, 0.3292, 0.9444], [0.9567, -1.6269, -0.3288], [-0.5558, -1.6492, 0.1764], [-0.5773, -1.1162, 1.0568], [1.1824, 2.7905, -1.4157], [0.7091, -0.5273, -0.2731], [0.5947, -0.3871, -1.2261], [-0.9213, 0.7261, 1.5792], [-0.4771, 0.3588, -0.4128], [-0.5232, -0.4025, -0.4688], [1.1924, 0.1757, 0.8670]]
}

No. 3
{
  "formula": "C6H38NO13",
  "method": "ωB97M-V with the def2-TZVPD basis set",
  "total_energy_ha": -1284.0287,
  "lumo_energy_ha": -0.0798,
  "charge": 1,
  "fmax_ev_per_a": 6.5,
  "homo_lumo_gap_ev": 10.39,
  "symbols": ["O", "C", "C", "C", "C", "C", "C", "N", "H", "H", "H", "H", "H", "H", "H", "H", "H", "H", "H", "H", "H", "H", "H", "H", "O", "H", "H", "O", "H", "H", "O", "H", "H", "O", "H", "H", "O", "H", "H", "O", "H", "H", "O", "H", "H", "O", "H", "H", "O", "H", "H", "O", "H", "H", "O", "H", "H", "O"],
  "xyz": [[0.284653, -1.949297, -2.477358], [0.939679, -1.081565, -3.020915], [1.955029, -0.302136, -2.279816], [1.372633, 0.634108, -1.197461], [0.402267, -0.049220, -0.230236], [0.891162, -0.073549, 1.231683], [-0.132878, 0.032993, 2.364850], [-0.796875, 1.338469, 2.532526], [0.861736, -1.039521, -4.114879], [2.513347, 0.396064, -2.911374], [2.741407, -0.922551, -1.846196], [2.182777, 1.108373, -0.645319], [0.871303, 1.449557, -1.698645], [0.205876, -1.097934, -0.419613], [-0.613662, 0.339511, -0.276756], [1.762321, 0.521403, 1.459927], [1.205287, -1.098774, 1.385510], [-0.815878, -0.800219, 2.212145], [0.379451, -0.255366, 3.281588], [-0.151477, 2.107361, 2.762444], [-1.109223, 1.639731, 1.608717], [-1.706386, 1.345848, 3.002781], [3.352166, -0.723381, 1.657362], [4.742676, -0.470494, 1.128640], [4.049669, -0.046632, 1.644450], [-0.838739, 1.370072, -2.963160], [-1.272816, 1.547776, -4.307305], [-0.900591, 0.828416, -3.784424], [-3.527586, 1.187169, 0.292044], [-2.727886, 1.315518, -0.986024], [-2.781393, 1.677311, -0.088311], [-1.606686, -2.987221, -0.558663], [-1.774880, -3.909612, 0.644463], [-2.120299, -3.107822, 0.242640], [0.433046, -3.139213, -0.988900], [1.257778, -4.240312, -0.361660], [0.875744, -3.380023, -0.172448], [1.216774, 3.864101, 2.013755], [2.102718, 2.532904, 1.565976], [1.234166, 2.949845, 1.732061], [-2.217675, 0.087271, -2.826732], [-3.676908, -0.339379, -2.915310], [-2.997152, -0.112999, -2.272536], [-4.498435, -1.534593, 0.052274], [-3.311834, -0.705617, -0.306624], [-4.088740, -0.680799, 0.243378], [2.028429, -2.735818, 0.985399], [2.953744, -3.129626, 2.164623], [2.482928, -2.383837, 1.786220], [-3.393967, -0.677425, 2.030571], [-4.146850, 0.161662, 2.865396], [-3.201081, 0.012176, 2.704547], [-0.281527, 3.129099, -1.948201], [-1.605207, 2.852004, -1.240041], [-1.205746, 2.949808, -2.116644], [4.189184, 1.141561, 1.468111], [4.309504, 2.532287, 0.737063], [3.704930, 1.922511, 1.154385]],
  "forces_ev_per_angstrom": [[-0.4077, -0.0200, -0.0228], [0.2862, -1.6349, -0.3875], [0.8947, 1.9361, 0.3430], [-0.4199, -0.6818, 0.1515], [-0.4721, 0.0981, 1.1928], [-0.3754, -0.3645, 0.4994], [0.8432, -1.3048, -0.0566], [-0.7480, 0.7757, -1.1975], [0.0467, 0.6024, 0.0253], [-0.1564, -0.3720, -0.5034], [-0.3863, -0.5098, 0.0722], [0.1392, -0.1705, 0.0032], [-0.1627, 0.1726, -0.2236], [0.3310, 0.0782, -0.6216], [-0.0391, 0.6356, -0.1232], [-0.0235, 0.4631, -0.3220], [0.0244, 0.4474, 0.1677], [-0.8038, 0.5923, -0.0088], [-0.0109, 0.4620, 0.2081], [0.2538, -0.3846, 0.2841], [-0.0684, -0.1032, -0.6081], [0.3001, -0.5866, 0.6379], [-0.2398, -0.2161, 0.2865], [0.2377, -0.2538, 0.0905], [1.3373, -6.2765, 1.0627], [0.1789, -0.3258, -0.1142], [-0.1227, -0.2239, -0.7325], [-0.0241, 0.6842, 0.6762], [0.0807, 0.2753, 0.0224], [-0.3406, -0.2009, -0.0515], [0.2996, 0.1730, 0.1853], [0.0090, -0.0149, -0.1193], [0.0840, -0.0166, 0.0113], [-0.2989, 0.2086, 0.1024], [0.1429, 0.6104, -0.6031], [0.0490, -0.2734, 0.0024], [0.1816, -0.5945, 0.4294], [0.9192, 0.0881, -0.1204], [0.7143, 0.7742, 0.1564], [-1.4686, -0.5025, 0.0324], [-0.0334, -0.1815, -0.1860], [-0.1639, 0.0205, 0.1363], [0.2486, -0.0347, -0.0929], [-0.1298, 0.0966, 0.1119], [0.6453, -0.0215, -0.6565], [-0.7802, -0.6433, 0.4698], [0.0819, 0.1560, 0.3760], [0.1425, -0.1156, 0.1565], [0.3734, -0.5003, -0.3092], [0.9721, 0.2672, -0.1896], [0.2856, 0.6603, 0.6627], [-1.2707, -0.6650, -0.2288], [0.3420, 0.3787, 0.1257], [-0.1168, 0.1978, 0.0407], [-0.1436, -0.2101, 0.1206], [-0.2425, 0.8843, 0.1598], [0.0136, 0.6099, -0.0991], [-1.0085, 5.0550, -1.4249]]
}

Question: Number 1 is which compound?
Answer: C6H37NO14